Version P
Here is a cluster of 15 separate species, H30O15 in total from the Open Molecules 2025 dataset. Energies are from the ωB97M-V functional and the def2-TZVPD basis.

Bonds (Å) are listed after each position.
Positions of all 45 atoms, in Å:
1 H -0.101 0.096 0.946  O31 0.985
2 H 0.831 1.041 0.002  O31 0.929
3 H 0.529 4.019 -2.278  O32 1.017
4 H -0.532 3.023 -2.976  O32 0.943
5 H 2.466 -0.110 -2.574  O33 0.943
6 H 1.447 0.243 -1.563  O33 0.962
7 H 0.076 -2.329 -0.539  O34 0.961
8 H 0.620 -3.628 0.198  O34 0.986
9 H 2.988 3.532 -1.927  O35 0.959
10 H 2.967 4.117 -3.361  O35 0.931
11 H -3.732 0.241 5.125  O36 1.018
12 H -2.665 0.540 4.207  O36 0.941
13 H 3.115 -2.343 4.123  O37 0.965
14 H 2.142 -1.367 4.828  O37 0.939
15 H -1.854 -2.483 1.744  O38 0.989
16 H -1.693 -3.420 3.039  O38 0.941
17 H -1.280 -1.272 -2.765  O39 0.993
18 H -2.815 -1.731 -2.323  O39 0.940
19 H 4.060 0.152 -0.747  O40 0.983
20 H 3.065 0.601 0.263  O40 0.939
21 H 2.750 -1.483 2.068  O41 0.987
22 H 2.790 -0.038 1.959  O41 0.908
23 H -1.052 -3.901 0.377  O42 0.958
24 H -2.491 -3.438 0.582  O42 0.936
25 H -2.049 1.194 1.781  O43 0.962
26 H -1.439 2.245 0.913  O43 0.991
27 H -2.288 0.269 0.417  O44 0.948
28 H -2.719 0.060 -1.099  O44 1.008
29 H -0.425 1.520 -4.087  O45 0.959
30 H -0.958 1.292 -5.515  O45 0.972
31 O 0.204 0.358 0.047  H1 0.985, H2 0.929
32 O 0.338 3.079 -2.617  H3 1.017, H4 0.943
33 O 2.024 0.644 -2.220  H5 0.943, H6 0.962
34 O 0.456 -2.660 0.279  H7 0.961, H8 0.986
35 O 2.502 4.069 -2.556  H9 0.959, H10 0.931
36 O -2.967 0.904 5.021  H11 1.018, H12 0.941
37 O 2.235 -1.948 4.096  H13 0.965, H14 0.939
38 O -1.253 -2.840 2.443  H15 0.989, H16 0.941
39 O -2.050 -1.215 -2.141  H17 0.993, H18 0.940
40 O 3.514 0.929 -0.493  H19 0.983, H20 0.939
41 O 2.791 -0.755 1.403  H21 0.987, H22 0.908
42 O -1.944 -3.969 0.037  H23 0.958, H24 0.936
43 O -2.230 2.092 1.489  H25 0.962, H26 0.991
44 O -2.743 0.681 -0.305  H27 0.948, H28 1.008
45 O -1.098 1.051 -4.584  H29 0.959, H30 0.972

Kohn-Sham gap (eV): 9.15
Lowest unoccupied orbital energy (eV): -0.17

***

Version Q
Here is a cluster of 15 separate species, H30O15 in total from the Open Molecules 2025 dataset. Energies are from the ωB97M-V functional and the def2-TZVPD basis.

Bonds (Å) are listed after each position.
Positions of all 45 atoms, in Å:
1 O -0.091 -0.191 0.081  H2 0.918, H3 0.928
2 H -0.495 0.577 0.382  O1 0.918
3 H 0.802 0.034 0.190  O1 0.928
4 O 2.430 -0.184 1.166  H5 0.998, H6 1.001
5 H 3.047 -0.011 1.932  O4 0.998
6 H 1.964 -0.959 1.596  O4 1.001
7 O 0.724 2.782 -1.560  H8 0.974, H9 0.939
8 H 0.415 1.921 -1.895  O7 0.974
9 H 1.590 2.572 -1.263  O7 0.939
10 O 0.575 -2.858 -0.546  H11 0.966, H12 0.954
11 H 1.111 -2.653 -1.324  O10 0.966
12 H 0.322 -2.000 -0.215  O10 0.954
13 O 0.121 0.328 -3.118  H14 0.930, H15 0.970
14 H 0.684 -0.083 -2.502  O13 0.930
15 H -0.712 -0.145 -2.969  O13 0.970
16 O 2.412 -0.942 -2.044  H17 0.938, H18 0.936
17 H 2.022 -1.588 -2.601  O16 0.938
18 H 2.952 -1.318 -1.377  O16 0.936
19 O 3.268 1.932 -1.446  H20 0.969, H21 0.937
20 H 3.400 1.758 -2.390  O19 0.969
21 H 3.224 1.024 -1.218  O19 0.937
22 O -3.071 -0.067 0.224  H23 0.967, H24 0.977
23 H -2.830 0.528 -0.499  O22 0.967
24 H -4.003 -0.247 -0.008  O22 0.977
25 O -1.418 -2.139 2.502  H26 0.953, H27 0.945
26 H -1.478 -2.503 1.624  O25 0.953
27 H -1.686 -1.248 2.338  O25 0.945
28 O -2.688 -2.830 -0.243  H29 0.943, H30 0.950
29 H -3.587 -2.827 -0.526  O28 0.943
30 H -2.304 -2.006 -0.518  O28 0.950
31 O -2.615 1.988 -1.608  H32 0.960, H33 0.976
32 H -2.085 2.215 -0.840  O31 0.960
33 H -2.935 2.851 -1.932  O31 0.976
34 O -1.283 2.536 0.606  H35 0.969, H36 0.917
35 H -1.201 2.715 1.555  O34 0.969
36 H -0.638 3.053 0.207  O34 0.917
37 O 0.425 0.219 3.511  H38 0.975, H39 0.953
38 H 0.698 1.023 3.032  O37 0.975
39 H -0.517 0.363 3.526  O37 0.953
40 O -2.105 0.596 2.656  H41 0.978, H42 0.970
41 H -2.491 0.538 1.760  O40 0.978
42 H -2.492 1.404 3.027  O40 0.970
43 O 3.760 -1.932 -0.043  H44 0.985, H45 0.987
44 H 3.223 -1.365 0.557  O43 0.985
45 H 3.554 -2.862 0.216  O43 0.987

Kohn-Sham gap (eV): 9.97
Lowest unoccupied orbital energy (eV): -0.21

***

Version R
Here is a cluster of 15 separate species, H30O15 in total from the Open Molecules 2025 dataset. Energies are from the ωB97M-V functional and the def2-TZVPD basis.

Bonds (Å) are listed after each position.
Positions of all 45 atoms, in Å:
1 O -3.233 1.298 -2.462  H2 0.944, H3 0.980
2 H -3.844 1.310 -1.742  O1 0.944
3 H -2.510 0.771 -2.063  O1 0.980
4 O 1.784 -3.059 0.731  H5 0.902, H6 0.991
5 H 0.972 -2.673 0.656  O4 0.902
6 H 2.446 -2.394 1.049  O4 0.991
7 O -3.214 -0.455 0.491  H8 0.979, H9 0.990
8 H -3.556 -1.298 0.129  O7 0.979
9 H -2.278 -0.251 0.242  O7 0.990
10 O -1.785 -1.003 -1.999  H11 0.928, H12 0.946
11 H -1.676 -1.474 -2.791  O10 0.928
12 H -1.508 -1.498 -1.242  O10 0.946
13 O -0.427 0.478 0.119  H14 0.949, H15 0.949
14 H 0.418 0.093 0.314  O13 0.949
15 H -0.412 0.872 -0.744  O13 0.949
16 O 3.609 -1.128 1.213  H17 0.965, H18 0.942
17 H 2.976 -0.572 1.684  O16 0.965
18 H 4.425 -0.910 1.631  O16 0.942
19 O 1.705 0.152 2.483  H20 0.997, H21 0.946
20 H 0.953 -0.499 2.410  O19 0.997
21 H 2.153 0.039 3.309  O19 0.946
22 O -0.676 2.070 2.545  H23 0.959, H24 0.959
23 H -1.559 1.987 2.909  O22 0.959
24 H -0.619 1.722 1.653  O22 0.959
25 O -0.916 -2.729 -0.060  H26 0.957, H27 0.930
26 H -0.845 -3.680 0.017  O25 0.957
27 H -0.885 -2.499 0.841  O25 0.930
28 O 0.602 -0.121 -3.493  H29 0.949, H30 0.925
29 H 1.310 -0.472 -4.019  O28 0.949
30 H 0.540 -0.748 -2.816  O28 0.925
31 O -1.362 3.731 -0.200  H32 0.956, H33 0.955
32 H -2.112 3.241 0.134  O31 0.956
33 H -0.972 3.218 -0.905  O31 0.955
34 O 1.903 -0.481 -1.176  H35 0.955, H36 0.951
35 H 2.855 -0.553 -1.172  O34 0.955
36 H 1.719 0.258 -1.745  O34 0.951
37 O 2.059 2.320 0.860  H38 0.984, H39 0.971
38 H 1.789 1.591 1.463  O37 0.984
39 H 3.016 2.469 0.929  O37 0.971
40 O -0.413 2.153 -2.085  H41 0.955, H42 0.981
41 H 0.279 2.376 -2.704  O40 0.955
42 H -1.145 1.826 -2.650  O40 0.981
43 O -0.360 -1.741 2.403  H44 1.002, H45 0.944
44 H -0.062 -2.367 3.126  O43 1.002
45 H -1.165 -1.353 2.707  O43 0.944

Kohn-Sham gap (eV): 9.48
Lowest unoccupied orbital energy (eV): -0.31

***

Pick the most stable structure from those above. Pick: version R